(1)
C38H36BN11STi as an isolated structure at a distorted geometry, computed with ωB97M-V/def2-TZVPD.

Geometry as XYZ:
```
88
Properties=species:S:1:pos:R:3
Ti -0.1584 -1.0158 -0.4376
C -3.4191 -0.3883 2.3166
C -2.2874 0.0038 1.6017
N -1.6337 -1.0553 1.1320
N -2.3307 -2.1508 1.5308
C -3.4035 -1.7639 2.2360
B -1.8763 -3.6247 1.3403
N -1.4495 -3.8840 -0.1438
C -1.5861 -5.0748 -0.7377
C -0.7718 -5.1305 -1.8489
C -0.1407 -3.8906 -1.8566
N -0.5397 -3.1348 -0.8347
N -0.7140 -4.0143 2.2646
C -0.7785 -4.7531 3.3951
C 0.4971 -4.8574 3.8994
C 1.2881 -4.1512 2.9674
N 0.5537 -3.6530 1.9867
H -4.1394 0.2395 2.8109
H -1.9197 0.9980 1.3871
H -4.0707 -2.5059 2.6430
H -2.8156 -4.3367 1.6164
H -2.2475 -5.8099 -0.3089
H -0.6525 -5.9410 -2.5461
H 0.5770 -3.5040 -2.5619
H -1.7210 -5.1324 3.7561
H 0.8112 -5.3734 4.7906
H 2.3545 -3.9781 2.9695
C 2.2869 -0.1379 3.2167
C 3.5731 -0.2962 2.6986
C 3.7297 -0.6116 1.3634
C 2.5976 -0.7790 0.5562
C 1.2926 -0.6639 1.0574
C 1.1803 -0.3303 2.4115
C 2.7261 -0.9431 -0.9113
C 3.9917 -0.8197 -1.5707
C 4.0539 -0.8078 -2.9150
C 2.8623 -0.9076 -3.6793
C 2.8589 -0.8429 -5.0948
C 1.6892 -0.9206 -5.7858
C 0.4701 -1.0732 -5.0779
C 0.4518 -1.1420 -3.7185
C 1.6597 -1.0567 -2.9840
N 1.6141 -1.0987 -1.5986
H 2.1569 0.1304 4.2587
H 4.4425 -0.1651 3.3301
H 4.7309 -0.7304 0.9701
H 0.1948 -0.2293 2.8524
H 4.8855 -0.7123 -0.9772
H 5.0058 -0.7025 -3.4245
H 3.8044 -0.7270 -5.6119
H 1.6872 -0.8650 -6.8662
H -0.4643 -1.1341 -5.6214
H -0.4902 -1.2610 -3.1953
C -4.3513 -1.3057 -2.2775
C -4.5370 -0.0205 -2.8251
C -3.5300 0.8953 -2.7411
C -2.3119 0.5457 -2.1097
N -2.1338 -0.7025 -1.5907
C -3.1536 -1.5830 -1.6793
C -1.2242 1.4404 -1.9266
C -1.1226 2.6756 -2.6055
C -0.0576 3.4957 -2.3964
C 0.9376 3.0925 -1.4646
C 0.8066 1.8921 -0.8471
N -0.2266 1.0138 -1.0583
H -5.1251 -2.0591 -2.3108
H -5.4771 0.2481 -3.2899
H -3.6725 1.8989 -3.1151
H -2.9701 -2.5548 -1.2429
H -1.8800 2.9408 -3.3296
H 0.0342 4.4253 -2.9444
H 1.7862 3.7182 -1.2253
H 1.5406 1.5712 -0.1201
C 0.7641 4.8877 4.7592
N 0.3775 5.3861 3.4606
C 0.6929 6.7494 3.0614
C 0.1699 6.8066 1.6206
N 0.0990 5.3909 1.2918
C 0.0947 4.5975 2.3966
S -0.1920 2.9517 2.3731
H 0.2544 5.4454 5.5458
H 1.8446 4.9816 4.9028
H 0.4849 3.8390 4.8200
H 1.7713 6.9288 3.1184
H 0.1935 7.4666 3.7124
H 0.8531 7.3357 0.9594
H -0.8106 7.2838 1.5647
H -0.3465 5.0316 0.4628
```

Computed properties:
- frontier orbital gap (alpha / beta) (eV) = 4.950 / 7.759
- spin multiplicity = 3
- E (a.u.) = -3344.66096
- ⟨S²⟩ = 2.019
- M (g mol⁻¹) = 737.53
- energy above the lowest of the compared OMol25 structures with the same formula, charge and spin (kJ/mol) = 30.2

(2)
A 7-piece molecular cluster, C38H36F32O8S2 overall at a distorted geometry, computed with ωB97M-V/def2-TZVPD.

Geometry as XYZ:
```
116
Properties=species:S:1:pos:R:3
C -3.8038 5.3974 3.3160
C -4.3803 3.9514 3.1656
C -3.3690 3.0332 2.3666
F -2.2157 2.8433 2.9939
F -3.8007 1.9293 1.9057
F -4.7349 3.5213 4.3489
F -5.5156 3.9357 2.5154
O -2.4647 5.5778 3.7187
C -2.2757 5.4592 5.1415
C -0.8469 6.0098 5.4981
F -0.6683 7.3110 5.1841
F -0.5431 6.0591 6.7872
F -3.2314 6.1886 5.7306
F -2.5135 4.1747 5.5594
H -4.5741 6.0059 3.7898
H -3.6816 5.7682 2.2983
H -3.0521 3.5070 1.4375
H -0.1850 5.3141 4.9824
C 4.2701 -5.2025 5.9380
C 3.7174 -6.5383 6.5515
C 2.7867 -7.2480 5.5703
F 3.4250 -7.4044 4.4206
F 2.1108 -8.4217 5.9459
F 4.7796 -7.3292 6.8584
F 3.1492 -6.1883 7.7363
O 3.2346 -4.4124 5.4250
C 3.5105 -3.0075 5.4297
C 2.3545 -2.2472 4.7203
F 1.2060 -2.3653 5.4009
F 2.6582 -0.9231 4.5656
F 3.8322 -2.5768 6.6706
F 4.6624 -2.8595 4.7522
H 4.8150 -5.4468 5.0261
H 4.8368 -4.5994 6.6473
H 2.0036 -6.5177 5.3666
H 2.1399 -2.5259 3.6886
C 3.8958 3.6418 -4.8841
C 4.0611 2.5994 -6.0274
C 2.7767 1.7060 -6.0908
F 2.9971 0.4016 -6.1650
F 1.8248 1.9561 -5.2332
F 4.2306 3.2817 -7.1952
F 5.1938 1.9729 -5.7474
O 4.7958 4.7131 -4.9901
C 4.5732 5.7940 -4.0868
C 5.1659 5.5910 -2.6478
F 6.5002 5.4931 -2.6096
F 4.8929 6.5963 -1.8229
F 5.2552 6.8351 -4.7471
F 3.2887 6.1548 -4.0689
H 4.1489 3.2677 -3.8921
H 2.8941 4.0343 -5.0591
H 2.2675 2.0063 -7.0066
H 4.7516 4.6878 -2.1998
C -3.8508 5.7829 -2.6172
C -4.8140 5.9227 -1.4032
C -4.8746 7.3596 -0.7383
F -5.2362 8.3191 -1.6044
F -5.5891 7.4163 0.3736
F -6.0734 5.7306 -1.8651
F -4.5495 5.0480 -0.5007
O -4.1018 4.5567 -3.2955
C -3.1925 3.4879 -2.9787
C -3.3899 2.2532 -3.8474
F -2.4622 1.3348 -3.7727
F -4.4823 1.6535 -3.4972
F -1.8651 3.7801 -3.0599
F -3.3424 3.2325 -1.6448
H -2.8043 5.8595 -2.3220
H -4.0296 6.6335 -3.2749
H -3.8684 7.6359 -0.4232
H -3.5140 2.4969 -4.9025
C 0.8996 -6.0076 -5.9146
S -0.1516 -7.4569 -6.3548
O -1.4505 -6.7582 -6.5858
C 0.7841 -7.9332 -7.8820
H 0.2677 -5.3514 -5.3160
H 1.0727 -5.5279 -6.8780
H 1.8586 -6.2008 -5.4339
H 0.2364 -8.7499 -8.3523
H 1.8187 -8.2575 -7.7695
H 0.8314 -7.0940 -8.5759
C -1.1019 -6.6090 3.4065
S -0.4132 -5.4777 4.7671
O 0.6057 -4.5758 4.0970
C -2.0360 -4.5815 4.7222
H -1.1783 -6.0332 2.4842
H -2.1205 -6.9491 3.5933
H -0.4504 -7.4613 3.5997
H -2.7938 -5.1441 5.2675
H -2.5120 -4.4193 3.7552
H -1.9950 -3.6183 5.2307
C 0.9653 -1.2464 -4.3046
C 1.0628 -2.6032 -4.0855
C 0.5064 -3.1806 -2.9764
C 0.0446 -2.3495 -1.9337
C -0.1258 -0.9883 -2.1540
C 0.3635 -0.4549 -3.3487
C -0.5563 -0.0545 -1.0599
O -0.7617 1.1659 -1.2372
C -0.5699 -0.5966 0.3147
C -0.6097 0.2542 1.4223
C -0.6110 -0.2611 2.7359
C -0.6892 -1.6079 2.9512
C -0.6534 -2.5103 1.8895
C -0.5535 -2.0289 0.5357
C -0.3994 -2.9951 -0.5597
O -0.3208 -4.2558 -0.3194
H 1.3513 -0.7598 -5.1881
H 1.6346 -3.2496 -4.7348
H 0.6747 -4.2438 -2.8883
H 0.3411 0.6142 -3.4999
H -0.6138 1.3238 1.2728
H -0.4258 0.2914 3.6452
H -0.6685 -1.8899 3.9936
H -0.6676 -3.5760 2.0639
```

Computed properties:
- frontier orbital gap (alpha / beta) (eV) = 6.783 / 2.234
- spin multiplicity = 2
- total charge = +1
- E (a.u.) = -6063.07393
- ⟨S²⟩ = 0.757
- M (g mol⁻¹) = 1292.77

(3)
C38H36GdN2O4PS as an isolated structure at a distorted geometry, computed with ωB97M-V/def2-TZVPD.

Geometry as XYZ:
```
83
Properties=species:S:1:pos:R:3
Gd -0.4034 -0.2892 -0.0754
O 1.0167 1.0306 1.0220
C 2.2327 0.6482 1.3772
C 2.7184 0.9778 2.6509
C 4.0222 0.7109 3.0551
C 4.8989 0.0777 2.1837
C 4.4391 -0.3187 0.9391
C 3.1197 -0.0922 0.5090
C 2.6899 -0.6256 -0.7512
N 1.5007 -0.3256 -1.2504
N 1.0922 -0.9289 -2.3966
C -0.0944 -0.4778 -2.8081
O -0.7577 0.4784 -2.1999
C -0.6449 -1.1006 -4.0068
C 0.0338 -2.1213 -4.7037
C -0.5417 -2.7327 -5.7981
C -1.8100 -2.3552 -6.2461
C -2.4784 -1.3307 -5.5822
C -1.9080 -0.7104 -4.4857
H 2.0301 1.4697 3.3327
H 4.3491 0.9885 4.0521
H 5.9262 -0.1138 2.4744
H 5.1100 -0.8445 0.2652
H 3.3468 -1.3046 -1.2969
H 1.0105 -2.4123 -4.3444
H -0.0073 -3.5254 -6.3113
H -2.2674 -2.8614 -7.0886
H -3.4623 -1.0272 -5.9257
H -2.4234 0.0817 -3.9578
O -1.9766 -1.5977 -0.0746
C -1.2365 -2.3566 0.6812
C -1.0438 -3.7505 0.7067
C -1.7044 -4.8652 0.1393
C -1.2457 -6.1337 0.4395
C -0.1343 -6.3361 1.2659
C 0.5582 -5.2362 1.8016
C 0.1134 -3.9689 1.5217
P 0.6319 -2.2531 1.9256
C 2.0640 -2.7382 3.0918
C 3.1828 -3.2551 2.4283
C 4.3595 -3.5475 3.0970
C 4.4590 -3.3014 4.4616
C 3.3767 -2.7491 5.1315
C 2.1977 -2.4663 4.4527
C -0.6384 -1.7336 3.1181
C -1.0211 -0.3077 3.0972
C -1.8604 0.2245 4.2779
C -2.2185 -0.7454 5.3177
C -1.9748 -2.0612 5.1392
C -1.1934 -2.5619 4.0455
H -2.5541 -4.7161 -0.5175
H -1.7573 -7.0005 0.0302
H 0.1973 -7.3447 1.4877
H 1.4380 -5.3924 2.4168
H 3.1068 -3.4129 1.3549
H 5.2100 -3.9510 2.5572
H 5.3772 -3.5256 4.9940
H 3.4552 -2.5389 6.1939
H 1.3599 -2.0310 4.9889
H -0.2726 0.3670 2.6846
H -1.6581 1.2362 4.6149
H -2.6558 -0.3772 6.2394
H -2.2906 -2.7615 5.9071
H -0.9357 -3.6154 4.0325
C -2.4588 0.0908 2.9050
H -3.1731 -0.7092 2.7559
H -2.6505 0.9910 2.3432
C -4.0496 3.2886 0.2504
C -3.0777 3.5673 -0.8817
S -1.5310 2.5429 -0.7077
O -1.9621 1.4129 0.1703
C -0.6763 3.6699 0.4576
C 0.1541 4.6921 -0.3024
H -5.0408 3.6786 0.0153
H -3.7147 3.7384 1.1860
H -4.1225 2.2123 0.4051
H -2.7668 4.6118 -0.9315
H -3.5000 3.2770 -1.8443
H -0.0366 2.9816 1.0172
H -1.4126 4.1242 1.1230
H 0.8290 4.1766 -0.9869
H 0.7565 5.2816 0.3893
H -0.4714 5.3760 -0.8829
```

Computed properties:
- frontier orbital gap (alpha / beta) (eV) = 2.502 / 4.361
- spin multiplicity = 8
- total charge = -2
- E (a.u.) = -3385.11053
- ⟨S²⟩ = 15.915
- M (g mol⁻¹) = 805.01
- energy above the lowest of the compared OMol25 structures with the same formula, charge and spin (kJ/mol) = 35.8